Here is 10 unconnected molecules or ions with the total composition C37H66F6O31P3 in a non-equilibrium geometry from OMol25. Energies are from ωB97M-V/def2-TZVPD.

Geometry (Å):
C 0.62 -1.29 -0.62
O 1.83 -1.90 -0.88
H 0.35 -1.26 0.46
H 0.63 -0.18 -0.84
H -0.19 -1.72 -1.23
C 3.85 -1.49 2.81
C 2.87 -2.66 2.63
O 1.92 -2.49 3.64
C 2.04 -1.26 4.20
O 1.28 -0.80 4.98
O 3.14 -0.64 3.74
F 3.57 -3.82 2.70
H 3.93 -0.93 1.88
H 4.87 -1.71 3.12
H 2.37 -2.59 1.65
C 2.16 -1.12 -3.95
C 0.77 -1.71 -3.92
O 1.02 -3.06 -3.63
C 2.29 -3.38 -4.01
O 2.70 -4.49 -4.07
O 3.00 -2.27 -4.26
F 0.09 -1.61 -5.10
H 2.44 -0.79 -2.95
H 2.31 -0.33 -4.68
H 0.21 -1.26 -3.10
C 5.19 -2.32 -2.10
C 4.56 -3.55 -1.48
O 5.09 -3.54 -0.19
C 6.29 -2.90 -0.21
O 7.06 -2.90 0.69
O 6.37 -2.12 -1.31
F 4.99 -4.65 -2.19
H 4.54 -1.44 -2.15
H 5.50 -2.51 -3.13
H 3.47 -3.58 -1.43
C -2.86 -2.95 -1.12
C -4.16 -2.45 -0.52
O -5.05 -2.59 -1.60
C -4.32 -2.57 -2.76
O -4.77 -2.60 -3.85
O -2.99 -2.54 -2.47
F -4.05 -1.11 -0.25
H -2.81 -4.04 -1.09
H -2.07 -2.55 -0.48
H -4.53 -2.96 0.36
C 2.76 1.67 -1.25
C 3.67 0.87 -0.32
O 3.70 1.73 0.81
C 2.52 2.41 0.86
O 2.17 3.09 1.76
O 1.87 2.29 -0.33
F 4.88 0.76 -0.92
H 2.25 1.01 -1.94
H 3.34 2.42 -1.78
H 3.29 -0.13 -0.09
C 0.51 -5.07 -1.17
C 1.36 -5.34 0.04
O 2.45 -5.99 -0.54
C 2.04 -6.61 -1.68
O 2.66 -7.39 -2.31
O 0.77 -6.20 -1.98
F 0.70 -6.21 0.89
H 0.85 -4.12 -1.59
H -0.56 -4.94 -1.01
H 1.63 -4.45 0.61
C 0.28 6.15 -4.55
C 1.29 5.04 -4.62
O 0.89 4.05 -5.58
P 0.65 2.56 -5.09
O 1.83 1.96 -4.46
O 0.15 1.86 -6.40
C 1.03 1.76 -7.55
C 1.21 0.32 -7.93
O -0.65 2.58 -4.22
C -0.58 2.36 -2.77
C -2.00 2.46 -2.27
H -0.56 5.85 -3.91
H 0.72 7.03 -4.07
H -0.12 6.45 -5.51
H 2.27 5.40 -4.98
H 1.56 4.61 -3.65
H 0.58 2.36 -8.33
H 2.00 2.20 -7.30
H 1.63 0.29 -8.94
H 1.98 -0.17 -7.33
H 0.30 -0.26 -7.83
H -0.12 1.40 -2.53
H 0.00 3.19 -2.36
H -2.68 1.76 -2.77
H -1.99 2.15 -1.22
H -2.37 3.48 -2.29
C -6.17 -0.27 4.61
C -5.30 -1.03 3.63
O -3.94 -1.02 4.08
P -3.32 -2.17 4.99
O -4.25 -2.78 5.93
O -2.73 -3.20 3.94
C -1.81 -2.71 2.97
C -1.16 -3.86 2.21
O -2.04 -1.47 5.56
C -2.14 -0.69 6.77
C -2.24 0.79 6.44
H -7.20 -0.24 4.25
H -6.16 -0.72 5.60
H -5.82 0.77 4.64
H -5.62 -2.07 3.53
H -5.37 -0.56 2.65
H -2.34 -2.06 2.27
H -1.00 -2.09 3.38
H -0.92 -4.68 2.88
H -1.90 -4.17 1.47
H -0.26 -3.50 1.70
H -2.97 -1.02 7.38
H -1.21 -0.86 7.30
H -2.65 1.33 7.30
H -1.25 1.22 6.24
H -2.85 1.02 5.57
C 0.32 5.37 0.16
C -1.00 5.76 0.79
O -1.25 5.05 2.01
P -2.55 4.15 2.11
O -3.79 4.87 1.82
O -2.26 2.90 1.21
C -1.19 2.01 1.57
C -1.71 0.75 2.21
O -2.44 3.54 3.57
C -2.24 4.42 4.70
C -0.76 4.48 5.09
H 0.20 4.35 -0.22
H 0.49 6.02 -0.69
H 1.16 5.33 0.84
H -1.04 6.82 1.03
H -1.80 5.59 0.06
H -0.53 1.87 0.70
H -0.48 2.50 2.25
H -2.23 0.03 1.58
H -0.87 0.24 2.69
H -2.41 1.09 2.98
H -2.61 5.42 4.49
H -2.83 3.95 5.49
H -0.22 4.55 4.14
H -0.54 5.40 5.63
H -0.45 3.59 5.63

Computed properties:
charge = -1
max |F| = 1.5 eV Å⁻¹

Mulliken population analysis, charges in e, atoms 1 to 4: C 0.48; O -0.20; H -0.06; H -0.55

=====

Here is a molecular structure, C37H67AlFN8O3SSb in a non-equilibrium geometry from OMol25. Energies are from ωB97M-V/def2-TZVPD.

Geometry (Å):
Al 12.67 8.91 14.35
N 7.38 8.67 16.50
C 8.93 8.79 16.25
C 9.16 10.27 15.90
C 10.65 10.60 15.77
N 11.19 10.23 14.43
C 11.51 10.13 16.92
C 11.26 8.64 17.14
N 11.78 7.86 15.99
C 9.76 8.35 17.46
H 6.93 8.79 15.60
H 7.00 9.39 17.14
H 7.02 7.74 16.83
H 9.05 8.13 15.40
H 8.80 10.94 16.75
H 8.58 10.42 14.93
H 10.67 11.70 15.81
H 11.61 11.07 14.04
H 10.45 9.87 13.81
H 11.09 10.68 17.78
H 12.58 10.37 16.76
H 11.85 8.33 18.01
H 11.06 7.33 15.54
H 12.41 7.13 16.32
H 9.52 8.98 18.34
H 9.62 7.30 17.78
F 16.16 9.50 20.06
C 16.58 9.69 18.76
C 15.82 9.25 17.73
C 16.23 9.58 16.42
C 15.26 9.43 15.32
O 14.03 8.95 15.55
C 15.78 9.73 14.03
C 17.09 10.24 13.87
N 17.87 10.56 14.94
C 19.26 10.97 14.79
C 19.50 11.98 13.69
C 19.74 12.32 15.15
C 17.39 10.32 16.20
C 18.15 10.82 17.29
C 17.77 10.46 18.59
N 18.66 10.71 19.68
C 19.83 9.83 19.81
C 20.96 10.45 20.63
N 20.46 11.23 21.81
C 19.43 12.24 21.49
C 18.24 11.64 20.69
C 14.90 9.62 12.78
O 15.33 9.40 11.66
O 13.62 9.68 13.03
H 14.95 8.70 17.99
H 17.31 10.43 12.84
H 20.06 10.18 14.81
H 18.64 12.53 13.29
H 20.40 11.80 13.04
H 18.98 12.93 15.59
H 20.76 12.42 15.47
H 19.03 11.46 17.13
H 20.10 9.46 18.84
H 19.46 8.87 20.30
H 21.59 11.07 19.98
H 21.59 9.63 21.04
H 21.33 11.67 22.26
H 20.01 10.55 22.46
H 19.92 12.99 20.81
H 19.09 12.77 22.39
H 17.70 12.46 20.28
H 17.54 11.20 21.41
C 10.65 16.83 9.90
C 11.86 16.42 8.99
C 11.62 16.52 7.51
Sb 12.25 14.32 9.63
C 11.29 12.63 8.40
C 10.00 12.21 9.13
C 11.07 13.19 7.01
C 14.45 14.42 9.21
C 14.81 14.91 7.85
C 15.13 13.14 9.66
H 10.69 17.95 9.96
H 10.79 16.46 10.95
H 9.65 16.51 9.55
H 12.75 16.91 9.32
H 10.57 16.33 7.24
H 12.15 15.79 6.89
H 11.96 17.52 7.16
H 12.00 11.82 8.38
H 9.20 12.94 8.99
H 10.10 12.09 10.23
H 9.62 11.21 8.84
H 10.22 13.86 6.96
H 10.92 12.34 6.29
H 11.97 13.83 6.64
H 14.64 15.22 9.97
H 14.60 14.17 7.01
H 15.89 15.19 7.89
H 14.24 15.80 7.58
H 14.99 12.35 8.92
H 14.82 12.89 10.64
H 16.23 13.27 9.66
C 9.11 4.85 10.58
C 9.78 6.08 11.13
N 11.14 6.38 10.64
C 12.07 7.02 11.33
S 11.77 7.26 13.05
N 13.15 7.53 10.73
C 13.90 6.85 9.64
C 15.00 5.89 10.09
H 8.10 4.90 11.05
H 9.55 3.89 10.90
H 9.05 4.88 9.50
H 9.94 5.99 12.22
H 9.18 7.02 11.04
H 11.29 6.21 9.66
H 13.77 8.16 11.26
H 14.25 7.68 9.08
H 13.19 6.24 9.04
H 15.80 6.48 10.51
H 15.29 5.35 9.19
H 14.66 5.16 10.85

Computed properties:
charge = +4
max |F| = 3.3 eV Å⁻¹
ΔE to the lowest compared entry with this formula, charge and spin = 21.5 kcal per mole

Mulliken population analysis, charges in e, atoms 1 to 4: Al -0.13; N -0.21; C 0.28; C -1.37

=====

Here is a molecular structure, C37H67AsGe2KNO3PSi2 in a non-equilibrium geometry from OMol25. Energies are from ωB97M-V/def2-TZVPD.

Geometry (Å):
K 1.05 -2.61 0.06
Ge 3.56 0.12 -0.65
C 5.36 0.71 -1.33
C 5.32 1.72 -2.33
C 6.54 2.23 -2.86
C 7.78 1.57 -2.51
C 7.82 0.48 -1.60
C 6.63 0.13 -1.04
C 4.06 -1.84 -0.49
C 4.57 -2.25 0.74
C 4.81 -3.59 1.06
C 4.58 -4.49 0.01
C 4.17 -4.13 -1.27
C 3.82 -2.76 -1.48
H 3.09 -0.28 -2.18
H 4.34 2.25 -2.46
H 6.58 3.11 -3.64
H 8.69 1.97 -2.88
H 8.78 0.12 -1.30
H 6.71 -0.60 -0.21
H 4.83 -1.46 1.50
H 5.03 -3.94 2.04
H 4.81 -5.51 0.37
H 3.98 -4.90 -1.99
H 3.42 -2.30 -2.43
C -1.31 6.41 -1.93
N -2.29 5.77 -1.05
C -3.30 6.54 -0.34
C -2.78 4.40 -1.45
C -3.28 3.59 -0.33
C -2.60 3.47 0.86
C -2.98 2.61 1.86
C -4.12 1.91 1.77
C -4.90 1.92 0.60
C -4.55 2.82 -0.42
H -1.16 7.46 -1.60
H -1.62 6.61 -2.95
H -0.30 5.96 -1.83
H -5.12 2.87 -1.43
H -4.14 6.92 -1.03
H -2.83 7.39 0.17
H -3.81 5.99 0.41
H -1.95 3.88 -1.89
H -3.49 4.33 -2.32
H -1.74 4.03 0.92
H -2.48 2.73 2.77
H -4.42 1.20 2.59
H -5.74 1.10 0.41
C 4.85 4.69 -0.01
C 3.50 4.04 0.02
O 2.53 4.94 0.65
P 1.14 4.45 1.13
O 0.54 3.72 -0.18
C 0.42 2.27 -0.45
C 1.11 2.03 -1.78
O 1.63 3.08 1.90
C 0.74 2.58 2.89
C 1.45 1.68 3.91
H 5.47 4.15 -0.68
H 5.31 4.66 0.98
H 4.73 5.70 -0.41
H 3.49 3.13 0.63
H 3.07 3.87 -0.96
H -0.69 2.07 -0.49
H 0.92 1.67 0.30
H 0.74 2.79 -2.50
H 0.90 1.06 -2.19
H 2.18 2.13 -1.87
H 0.18 3.38 3.47
H -0.08 2.08 2.41
H 2.09 0.99 3.36
H 0.61 1.09 4.23
H 2.09 2.25 4.59
C -1.44 -1.75 3.50
Ge -1.15 -3.67 2.86
C 0.72 -4.33 3.23
C -2.41 -4.71 4.06
C -1.35 -3.72 0.94
H -1.94 -1.81 4.49
H -2.02 -1.20 2.79
H -0.54 -1.15 3.50
H 0.94 -4.00 4.27
H 1.47 -3.83 2.59
H 0.77 -5.41 3.06
H -2.07 -4.58 5.11
H -2.33 -5.79 3.81
H -3.42 -4.33 4.03
H -1.18 -4.74 0.51
C -1.20 -0.78 -2.14
Si -2.17 -2.49 -1.95
C -3.60 -2.29 -3.10
C -0.86 -3.78 -2.53
As -2.85 -2.72 0.24
Si -4.47 -4.31 -0.03
C -3.85 -5.77 -1.01
C -5.08 -4.88 1.68
C -5.96 -3.50 -0.77
H -1.12 -0.61 -3.22
H -0.24 -0.68 -1.77
H -1.85 0.05 -1.96
H -4.20 -1.36 -2.92
H -4.29 -3.13 -3.09
H -3.25 -2.24 -4.17
H -1.26 -4.04 -3.56
H -0.82 -4.68 -1.87
H 0.12 -3.31 -2.62
H -4.68 -6.46 -0.99
H -2.96 -6.22 -0.43
H -3.41 -5.57 -1.99
H -4.50 -5.49 2.36
H -6.09 -5.19 1.53
H -5.11 -3.99 2.23
H -5.81 -3.00 -1.81
H -6.07 -2.57 -0.13
H -6.85 -4.15 -0.62

Computed properties:
charge = -1
max |F| = 4.2 eV Å⁻¹
ΔE to the lowest compared entry with this formula, charge and spin = 24.7 kcal per mole

Mulliken population analysis, charges in e, atoms 1 to 4: K 0.74; Ge -0.31; C 0.25; C -0.18

=====

What are the E_HOMO values for these records? In order: -5.861; -13.032; -4.056 eV.